Entry 1:
DFT (ωB97M-V/def2-TZVPD) results for 8 unconnected molecules or ions with the total composition C31H63INO14 at a distorted geometry.

Summary:
LUMO	0.0555	Eh
frontier orbital gap	4.077	eV
total charge	-1
HOMO level	-0.0943	Eh

Each line ends with the Mulliken charge.
Positions of all 110 atoms, in Å:
C  7.530  -0.279  0.207  -1.183
C  6.137  -0.936  0.252  0.366
C  5.030  -0.258  -0.542  -0.567
N  3.835  -0.870  -0.438  -0.867
I  4.832  1.912  0.316  -0.474
H  7.473  0.785  0.017  0.309
H  8.046  -0.466  1.141  0.315
H  8.106  -0.711  -0.606  0.293
H  5.797  -1.094  1.267  -0.204
H  6.238  -1.923  -0.183  0.399
H  5.258  -0.180  -1.602  0.452
H  3.608  -0.869  0.557  0.255
O  5.216  -2.113  3.056  -0.602
C  4.164  -1.861  3.575  0.839
O  3.782  -0.578  3.667  -0.349
C  2.474  -0.168  4.058  -0.404
C  2.341  -0.065  5.565  -1.049
C  3.311  -2.941  4.203  -0.837
H  1.717  -0.820  3.621  0.350
H  2.342  0.811  3.603  0.398
H  2.482  -1.032  6.049  0.271
H  1.353  0.313  5.833  0.369
H  3.096  0.614  5.961  0.300
H  3.653  -3.116  5.223  0.286
H  3.445  -3.849  3.619  -0.015
H  2.247  -2.721  4.209  0.383
O  -1.748  1.253  0.105  -0.628
C  -1.063  0.958  -0.842  0.771
O  0.221  1.313  -0.860  -0.339
C  1.155  0.833  -1.851  -0.064
C  1.122  1.697  -3.095  -0.691
C  -1.658  0.263  -2.050  -0.927
H  0.980  -0.219  -2.070  0.323
H  2.134  0.881  -1.385  -0.074
H  0.146  1.675  -3.584  0.299
H  1.873  1.359  -3.809  0.407
H  1.329  2.734  -2.835  0.015
H  -2.067  1.019  -2.720  0.221
H  -2.467  -0.377  -1.706  0.303
H  -0.953  -0.356  -2.596  0.331
O  0.778  -6.142  4.111  -0.583
C  1.804  -6.714  3.863  0.787
O  2.286  -6.679  2.613  -0.375
C  3.597  -7.143  2.258  -0.335
C  3.614  -8.621  1.939  -0.945
C  2.521  -7.532  4.916  -1.000
H  4.321  -6.874  3.028  0.320
H  3.863  -6.573  1.371  0.418
H  3.332  -9.226  2.805  0.272
H  4.600  -8.927  1.608  0.307
H  2.900  -8.838  1.145  0.221
H  2.093  -8.533  4.934  0.273
H  2.353  -7.059  5.880  0.313
H  3.596  -7.603  4.768  0.344
O  5.530  -9.191  -0.462  -0.528
C  4.907  -9.360  -1.472  0.840
O  3.652  -9.845  -1.381  -0.364
C  2.750  -9.887  -2.490  -0.442
C  2.922  -11.147  -3.313  -0.995
C  5.517  -9.122  -2.834  -1.138
H  2.839  -8.984  -3.094  0.373
H  1.758  -9.868  -2.044  0.348
H  3.913  -11.200  -3.764  0.269
H  2.179  -11.182  -4.111  0.361
H  2.801  -12.027  -2.682  0.309
H  6.045  -10.024  -3.142  0.288
H  6.232  -8.310  -2.744  0.321
H  4.799  -8.845  -3.603  0.352
O  -1.117  3.822  -6.845  -0.589
C  -0.865  4.697  -6.060  0.780
O  -0.335  4.377  -4.873  -0.303
C  0.186  5.352  -3.955  -0.572
C  -0.905  5.914  -3.066  -0.750
C  -1.215  6.141  -6.347  -0.966
H  0.736  6.133  -4.483  0.329
H  0.910  4.815  -3.348  0.333
H  -1.657  6.446  -3.648  0.175
H  -0.488  6.600  -2.334  0.404
H  -1.413  5.114  -2.537  0.293
H  -2.246  6.316  -6.044  0.232
H  -1.131  6.301  -7.419  0.305
H  -0.569  6.861  -5.852  0.342
O  -2.643  6.572  -0.976  -0.507
C  -3.816  6.676  -0.747  0.847
O  -4.695  6.328  -1.707  -0.394
C  -6.102  6.232  -1.457  0.090
C  -6.797  7.567  -1.646  -1.059
C  -4.329  7.261  0.550  -0.850
H  -6.290  5.805  -0.473  0.012
H  -6.474  5.519  -2.192  0.345
H  -6.438  8.309  -0.933  0.239
H  -7.874  7.454  -1.512  0.351
H  -6.609  7.958  -2.647  0.356
H  -4.366  8.345  0.454  0.277
H  -3.623  7.001  1.334  0.330
H  -5.305  6.887  0.849  0.066
O  -6.738  4.582  1.161  -0.558
C  -7.759  4.874  1.718  0.871
O  -8.154  6.165  1.689  -0.337
C  -9.438  6.599  2.143  -0.443
C  -9.450  6.876  3.631  -1.025
C  -8.553  3.865  2.511  -1.304
H  -10.211  5.887  1.850  0.370
H  -9.634  7.518  1.592  0.345
H  -9.243  5.976  4.209  0.273
H  -10.421  7.266  3.937  0.375
H  -8.683  7.609  3.882  0.315
H  -8.144  3.816  3.520  0.305
H  -8.429  2.895  2.038  0.338
H  -9.618  4.076  2.563  0.367

Entry 2:
DFT (ωB97M-V/def2-TZVPD) results for C23H22N4OS2 in the gas phase.

Summary:
LUMO	0.0200	Eh
frontier orbital gap	8.496	eV
total charge	0
energy above the lowest of the compared OMol25 structures with the same formula, charge and spin	0.312	eV
SMILES	Cc1cc(C(=O)CSc2nc3ccccc3n2CCC#N)c(C)n1Cc1cccs1
HOMO level	-0.2922	Eh

Each line ends with the natural charge from an NBO analysis.
Positions of all 52 atoms, in Å:
C  -3.524  -0.895  2.664  -0.645
C  -2.535  -0.937  1.555  0.143
C  -1.504  -1.801  1.333  -0.264
C  -0.880  -1.422  0.110  -0.248
C  0.281  -2.009  -0.520  0.601
O  0.587  -1.855  -1.686  -0.584
C  1.140  -2.882  0.395  -0.613
S  2.885  -2.624  -0.027  0.274
C  2.827  -0.891  0.006  0.249
N  1.837  -0.217  0.515  -0.503
C  2.152  1.100  0.300  0.090
C  1.447  2.251  0.623  -0.206
C  2.013  3.462  0.283  -0.227
C  3.250  3.539  -0.358  -0.217
C  3.967  2.405  -0.689  -0.242
C  3.402  1.187  -0.358  0.159
N  3.810  -0.117  -0.544  -0.399
C  5.007  -0.598  -1.167  -0.194
C  6.088  -0.953  -0.129  -0.525
C  6.523  0.221  0.585  0.276
N  6.861  1.165  1.133  -0.306
C  -1.574  -0.315  -0.366  0.245
C  -1.319  0.500  -1.579  -0.675
N  -2.551  -0.020  0.529  -0.329
C  -3.526  1.026  0.393  -0.243
C  -4.813  0.501  -0.172  -0.211
C  -5.006  -0.605  -0.938  -0.259
C  -6.361  -0.792  -1.300  -0.249
C  -7.172  0.173  -0.806  -0.408
S  -6.304  1.336  0.119  0.427
H  -3.419  0.018  3.252  0.214
H  -3.365  -1.744  3.322  0.233
H  -4.543  -0.937  2.280  0.224
H  -1.244  -2.635  1.953  0.217
H  0.936  -3.939  0.222  0.252
H  1.006  -2.628  1.443  0.246
H  0.495  2.183  1.127  0.218
H  1.492  4.378  0.522  0.211
H  3.658  4.508  -0.599  0.214
H  4.928  2.474  -1.175  0.216
H  4.760  -1.500  -1.739  0.232
H  5.375  0.172  -1.850  0.224
H  5.685  -1.678  0.584  0.259
H  6.950  -1.398  -0.633  0.255
H  -1.021  1.515  -1.310  0.220
H  -0.511  0.041  -2.141  0.273
H  -2.204  0.551  -2.212  0.220
H  -3.715  1.481  1.371  0.222
H  -3.120  1.804  -0.263  0.233
H  -4.214  -1.271  -1.230  0.235
H  -6.707  -1.612  -1.903  0.227
H  -8.231  0.284  -0.923  0.237

Entry 3:
DFT (ωB97M-V/def2-TZVPD) results for C4H5NO2 in the gas phase.

Summary:
LUMO	0.0265	Eh
frontier orbital gap	9.496	eV
total charge	0
energy above the lowest of the compared OMol25 structures with the same formula, charge and spin	0.873	eV
SMILES	NC1=CCOC1=O
HOMO level	-0.3225	Eh

Each line ends with the natural charge from an NBO analysis.
Positions of all 12 atoms, in Å:
N  0.673  -1.009  -1.588  -0.784
C  0.275  -0.211  -0.548  0.078
C  0.866  0.204  0.582  -0.301
C  -0.261  0.579  1.495  -0.087
O  -1.319  0.999  0.620  -0.474
C  -1.041  0.501  -0.608  0.735
O  -1.701  0.712  -1.590  -0.564
H  1.370  -1.695  -1.338  0.387
H  -0.105  -1.401  -2.104  0.399
H  1.910  0.317  0.831  0.228
H  -0.042  1.333  2.246  0.197
H  -0.625  -0.328  2.001  0.186

Entry 4:
DFT (ωB97M-V/def2-TZVPD) results for 9 unconnected molecules or ions with the total composition C41H83NO17S8 at a distorted geometry.

Summary:
LUMO (spin up / spin down)	0.0507 / 0.0482	Eh
frontier orbital gap (spin up / spin down)	1.150 / 7.253	eV
total charge	-1
⟨S²⟩	0.750
2S+1	2
HOMO level (spin up / spin down)	0.0084 / -0.2184	Eh

Each line ends with the Mulliken charge.
Positions of all 150 atoms, in Å:
C  3.765  4.413  1.919  -0.734
C  2.406  4.882  2.435  -0.479
C  2.170  4.446  3.862  -0.849
S  2.809  2.787  3.955  1.143
O  1.870  1.851  3.355  -0.336
O  3.317  2.450  5.263  -0.846
C  4.165  3.145  2.743  -0.114
H  4.597  5.109  1.802  0.359
H  3.631  4.120  0.878  0.323
H  1.669  4.388  1.801  0.033
H  2.067  5.898  2.235  0.493
H  1.164  4.491  4.280  0.373
H  2.868  4.908  4.560  0.454
H  4.189  2.291  2.066  -0.423
H  5.061  3.269  3.351  0.694
C  5.620  -0.644  1.270  0.558
C  6.512  -1.411  2.253  -1.122
C  6.150  -2.919  2.293  -0.570
S  5.987  -3.301  0.470  1.080
O  4.789  -4.153  0.303  -0.644
O  7.239  -3.891  -0.033  -0.715
C  5.654  -1.489  -0.059  -0.701
H  5.920  0.399  1.369  0.411
H  4.570  -0.747  1.543  -0.376
H  6.678  -1.059  3.272  0.265
H  7.527  -1.251  1.889  0.525
H  5.133  -2.950  2.683  0.228
H  6.758  -3.490  2.995  0.514
H  4.929  -1.629  -0.861  0.145
H  6.634  -1.434  -0.533  0.447
C  -2.214  5.276  -3.833  -0.811
C  -0.838  4.676  -4.147  -0.215
C  0.120  5.898  -4.606  -0.895
S  -0.904  7.292  -5.344  1.023
O  -1.071  7.071  -6.788  -0.635
O  -0.449  8.614  -4.825  -0.635
C  -2.432  6.712  -4.530  -0.576
H  -2.148  5.310  -2.746  0.352
H  -3.069  4.616  -3.979  0.363
H  -0.981  4.229  -5.130  0.265
H  -0.378  3.960  -3.466  0.137
H  0.949  5.425  -5.132  0.476
H  0.382  6.289  -3.623  0.406
H  -3.300  6.973  -5.135  0.484
H  -2.378  7.373  -3.666  0.272
C  -4.284  -0.716  0.406  -0.123
C  -5.436  -1.310  1.166  -1.453
C  -6.060  -0.161  1.893  -0.658
S  -5.672  1.367  0.933  1.013
O  -4.688  2.140  1.698  -0.628
O  -6.869  2.069  0.484  -0.711
C  -4.745  0.437  -0.461  -0.585
H  -3.901  -1.527  -0.213  0.847
H  -3.379  -0.411  0.931  -0.424
H  -5.127  -2.119  1.828  0.447
H  -6.216  -1.802  0.586  0.408
H  -5.971  -0.020  2.970  0.531
H  -7.112  -0.253  1.622  0.386
H  -4.041  1.071  -0.999  0.470
H  -5.510  0.118  -1.170  0.228
C  1.989  -0.722  6.581  0.201
C  2.975  -0.630  7.752  -1.121
C  4.393  -0.271  6.993  -0.774
S  4.445  -1.184  5.404  1.114
O  5.276  -2.368  5.424  -0.740
O  4.601  -0.175  4.358  -0.421
C  2.674  -1.560  5.460  -0.653
H  2.037  0.213  6.023  -0.348
H  0.951  -1.024  6.720  0.674
H  3.002  -1.619  8.211  0.381
H  2.674  -0.081  8.645  0.425
H  5.386  -0.304  7.442  0.533
H  4.354  0.747  6.607  0.240
H  2.637  -2.488  6.030  0.480
H  2.276  -1.738  4.462  0.193
C  -3.803  -1.723  -3.616  1.805
C  -4.709  -2.429  -4.472  -1.760
C  -5.639  -1.427  -5.224  -0.409
S  -5.314  0.307  -4.634  0.843
O  -6.113  0.630  -3.446  -0.573
O  -5.198  1.307  -5.658  -0.671
C  -3.609  -0.243  -4.027  -0.799
H  -2.784  -2.110  -3.622  -0.634
H  -4.184  -1.722  -2.595  -0.215
H  -5.047  -3.307  -3.921  0.547
H  -4.186  -2.898  -5.305  0.057
H  -6.723  -1.534  -5.204  0.410
H  -5.454  -1.442  -6.298  0.408
H  -3.280  0.558  -3.365  0.196
H  -3.036  -0.069  -4.938  0.428
C  -2.616  -7.706  -4.279  -0.659
C  -1.533  -7.948  -5.358  -0.574
C  -1.031  -6.593  -5.926  -0.958
S  -1.235  -5.460  -4.472  1.343
O  -2.091  -4.359  -4.844  -0.275
O  0.073  -5.080  -3.942  -0.595
C  -2.120  -6.594  -3.318  -1.688
H  -2.698  -8.590  -3.647  0.381
H  -3.624  -7.673  -4.692  0.543
H  -1.993  -8.659  -6.044  0.524
H  -0.640  -8.484  -5.036  0.177
H  -1.787  -6.294  -6.652  0.286
H  -0.006  -6.420  -6.256  0.514
H  -2.840  -6.042  -2.713  0.685
H  -1.378  -6.964  -2.609  0.278
C  -1.429  0.535  3.600  0.961
C  -0.620  0.171  4.925  0.095
C  -0.812  1.345  6.028  -0.643
S  -2.185  2.539  5.309  1.056
O  -1.848  3.970  5.341  -0.672
O  -3.424  1.915  5.653  -0.616
C  -1.706  2.032  3.552  -0.385
H  -2.337  -0.055  3.466  0.396
H  -0.842  0.193  2.748  -1.099
H  0.415  -0.131  4.762  -0.805
H  -1.215  -0.695  5.216  0.641
H  -0.004  2.053  5.845  0.107
H  -1.019  1.122  7.074  0.587
H  -0.786  2.582  3.353  -0.232
H  -2.497  2.353  2.875  0.514
C  0.109  -1.820  -3.308  -2.907
C  0.674  -0.624  -2.450  2.679
C  -0.454  0.493  -2.451  -1.314
C  -0.137  1.600  -1.424  -1.187
C  -0.020  0.970  0.015  -0.446
C  1.113  -0.054  0.080  1.858
N  1.136  -0.970  -1.065  0.420
O  2.206  -1.831  -0.997  -0.257
C  2.395  0.842  0.027  -0.846
C  1.091  -1.039  1.465  -1.815
C  1.885  -0.096  -3.234  -1.896
H  -0.314  -1.470  -4.250  0.343
H  -0.619  -2.426  -2.768  0.519
H  0.959  -2.499  -3.371  0.783
H  -0.547  1.073  -3.370  0.479
H  -1.288  -0.097  -2.071  -0.109
H  -1.035  2.215  -1.473  0.424
H  0.753  2.162  -1.708  0.534
H  -0.900  0.350  0.185  -0.178
H  -0.040  1.604  0.901  0.104
H  2.384  1.622  0.788  0.003
H  3.244  0.170  0.150  -0.377
H  2.446  1.393  -0.912  0.409
H  0.387  -1.871  1.452  0.591
H  2.079  -1.491  1.550  0.308
H  0.978  -0.492  2.400  0.003
H  2.799  -0.182  -2.646  0.169
H  1.831  0.899  -3.675  0.321
H  2.087  -0.703  -4.116  0.444
H  1.911  -2.561  -1.545  0.344

What did the second record say?
DFT (ωB97M-V/def2-TZVPD) results for C23H22N4OS2 in the gas phase.

Summary:
LUMO	0.0200	Eh
frontier orbital gap	8.496	eV
total charge	0
energy above the lowest of the compared OMol25 structures with the same formula, charge and spin	0.312	eV
SMILES	Cc1cc(C(=O)CSc2nc3ccccc3n2CCC#N)c(C)n1Cc1cccs1
HOMO level	-0.2922	Eh

Each line ends with the natural charge from an NBO analysis.
Positions of all 52 atoms, in Å:
C  -3.524  -0.895  2.664  -0.645
C  -2.535  -0.937  1.555  0.143
C  -1.504  -1.801  1.333  -0.264
C  -0.880  -1.422  0.110  -0.248
C  0.281  -2.009  -0.520  0.601
O  0.587  -1.855  -1.686  -0.584
C  1.140  -2.882  0.395  -0.613
S  2.885  -2.624  -0.027  0.274
C  2.827  -0.891  0.006  0.249
N  1.837  -0.217  0.515  -0.503
C  2.152  1.100  0.300  0.090
C  1.447  2.251  0.623  -0.206
C  2.013  3.462  0.283  -0.227
C  3.250  3.539  -0.358  -0.217
C  3.967  2.405  -0.689  -0.242
C  3.402  1.187  -0.358  0.159
N  3.810  -0.117  -0.544  -0.399
C  5.007  -0.598  -1.167  -0.194
C  6.088  -0.953  -0.129  -0.525
C  6.523  0.221  0.585  0.276
N  6.861  1.165  1.133  -0.306
C  -1.574  -0.315  -0.366  0.245
C  -1.319  0.500  -1.579  -0.675
N  -2.551  -0.020  0.529  -0.329
C  -3.526  1.026  0.393  -0.243
C  -4.813  0.501  -0.172  -0.211
C  -5.006  -0.605  -0.938  -0.259
C  -6.361  -0.792  -1.300  -0.249
C  -7.172  0.173  -0.806  -0.408
S  -6.304  1.336  0.119  0.427
H  -3.419  0.018  3.252  0.214
H  -3.365  -1.744  3.322  0.233
H  -4.543  -0.937  2.280  0.224
H  -1.244  -2.635  1.953  0.217
H  0.936  -3.939  0.222  0.252
H  1.006  -2.628  1.443  0.246
H  0.495  2.183  1.127  0.218
H  1.492  4.378  0.522  0.211
H  3.658  4.508  -0.599  0.214
H  4.928  2.474  -1.175  0.216
H  4.760  -1.500  -1.739  0.232
H  5.375  0.172  -1.850  0.224
H  5.685  -1.678  0.584  0.259
H  6.950  -1.398  -0.633  0.255
H  -1.021  1.515  -1.310  0.220
H  -0.511  0.041  -2.141  0.273
H  -2.204  0.551  -2.212  0.220
H  -3.715  1.481  1.371  0.222
H  -3.120  1.804  -0.263  0.233
H  -4.214  -1.271  -1.230  0.235
H  -6.707  -1.612  -1.903  0.227
H  -8.231  0.284  -0.923  0.237